The following is a quantum chemistry calculation of the ion C4H11N4O with charge +1, from OMol25.

Geometry as XYZ:
```
20
Properties=species:S:1:pos:R:3:lowdin_charge:R:1
C 0.25 2.57 0.35 -0.403
C -0.70 0.26 -0.52 -0.424
C 0.82 -2.42 1.52 -0.080
C 0.27 -1.05 1.25 -0.131
N 0.03 3.32 -0.72 0.234
N -0.89 0.63 -1.88 0.076
N -0.87 1.33 0.39 0.156
N -0.13 -0.82 -0.03 0.091
O 1.10 2.48 1.20 0.139
H 0.75 -3.17 0.69 0.086
H 1.84 -2.32 1.84 0.061
H 0.14 -3.00 2.31 0.130
H 0.53 -0.27 1.92 0.102
H -0.61 3.12 -1.50 0.138
H 0.57 4.09 -0.86 0.100
H -1.67 0.09 -2.30 0.103
H 0.01 0.44 -2.40 0.121
H -1.83 1.79 0.34 0.211
H -0.51 0.84 1.25 0.134
H -0.09 -1.60 -0.62 0.156
```

The energy is -452.93448 hartree. As for the net charge: +1. As for the maximum force: 0.069 hartree/bohr. The calculation puts the relative energy (zero: lowest compared OMol25 entry of this formula, charge and spin) at 69.2 kcal per mole. The value obtained for the gap between HOMO and LUMO is 0.2855 hartree. The value obtained for the LUMO energy is -3.308 eV.


The following is a quantum chemistry calculation of a structure of composition C4H11N5, from OMol25.

Geometry as XYZ:
```
20
Properties=species:S:1:pos:R:3:lowdin_charge:R:1
C -0.34 -0.25 -0.25 -0.220
C -1.39 0.58 -0.10 -0.032
C 0.94 0.51 -0.19 -0.355
C -0.32 -1.69 -0.44 -0.008
N -0.58 2.12 0.31 0.203
N 0.57 1.84 0.31 0.036
N 1.91 0.58 -1.12 0.242
N -2.85 0.44 -0.05 0.305
N 1.85 -0.02 1.34 0.153
H -0.03 -2.09 -1.45 0.133
H -1.46 -2.05 -0.50 0.141
H 0.15 -2.16 0.37 0.074
H 2.62 1.23 -1.09 0.121
H 1.90 -0.05 -1.86 0.120
H -3.11 0.69 -1.00 0.191
H -3.24 1.24 0.40 0.185
H -2.98 -0.50 0.29 0.178
H 1.33 -0.07 2.30 0.171
H 2.74 0.66 1.45 0.201
H 2.29 -1.00 1.28 0.158
```

The energy is -432.01782 hartree. As for the net charge: +2. As for the maximum force: 0.099 hartree/bohr. The calculation puts the relative energy (zero: lowest compared OMol25 entry of this formula, charge and spin) at 83.3 kcal per mole. The value obtained for the gap between HOMO and LUMO is 0.3438 hartree. The value obtained for the LUMO energy is -8.596 eV.


The following is a quantum chemistry calculation of a cluster of 2 separate species, C4H11N5O in total, from OMol25.

Geometry as XYZ:
```
21
Properties=species:S:1:pos:R:3:lowdin_charge:R:1
H -1.99 2.84 -0.78 0.062
N -1.77 1.85 -0.87 0.017
N -1.88 1.33 0.28 -0.009
N -1.62 0.05 0.43 -0.176
N -1.60 -0.37 1.75 0.072
C -1.13 -0.91 -0.54 -0.560
N -1.16 -0.47 -1.81 0.182
O -0.92 -2.04 -0.17 0.051
H -0.68 -0.04 2.18 0.079
H -1.55 -1.39 1.70 0.082
H -1.01 -1.13 -2.55 0.118
H -1.42 0.51 -1.97 0.048
C 1.36 0.47 1.46 -0.045
C 1.55 0.42 0.14 -0.247
C 2.31 -0.66 -0.56 -0.105
H 1.78 -0.29 2.11 0.067
H 0.98 1.37 1.93 0.060
H 1.23 1.24 -0.48 0.091
H 2.54 -1.48 0.11 0.078
H 1.74 -1.05 -1.40 0.059
H 3.24 -0.25 -0.96 0.077
```

The energy is -507.94537 hartree. As for the maximum force: 0.041 hartree/bohr. Its SMILES is [H]/N=N/N(N)C(N)=O.C=CC. The calculation puts the relative energy (zero: lowest compared OMol25 entry of this formula, charge and spin) at 25.7 kcal per mole. The value obtained for the gap between HOMO and LUMO (spin up / spin down) is 0.3648 / 0.3648 hartree. The value obtained for the LUMO energy (spin up / spin down) is 0.744 / 0.744 eV.


The following is a quantum chemistry calculation of a cluster of 2 separate species, C4H11NO in total, from OMol25.

Geometry as XYZ:
```
17
Properties=species:S:1:pos:R:3:lowdin_charge:R:1
C -1.25 0.96 -0.51 -0.087
C 0.01 0.31 -0.88 -0.411
C 1.27 1.15 -0.64 -0.060
C 0.02 -0.92 -1.38 -0.166
N -0.88 -1.86 -0.79 0.054
H -2.13 0.25 -0.47 0.095
H -1.54 1.72 -1.17 0.064
H -1.15 1.23 0.60 0.090
H 1.06 1.88 0.08 0.038
H 1.90 1.58 -1.35 0.043
H 2.08 0.42 -0.17 0.119
H 1.05 -1.15 -1.88 0.146
H -0.36 -2.66 -0.85 0.033
H -0.94 -1.53 0.12 0.051
O 0.71 0.20 3.12 -0.125
H 0.30 0.85 2.42 0.065
H -0.06 -0.17 3.64 0.050
```

The energy is -288.90038 hartree. As for the maximum force: 0.093 hartree/bohr. Its SMILES is CC(C)=CN.O. The calculation puts the relative energy (zero: lowest compared OMol25 entry of this formula, charge and spin) at 73.2 kcal per mole. The value obtained for the gap between HOMO and LUMO is 0.3127 hartree. The value obtained for the LUMO energy is 0.658 eV.


The following is a quantum chemistry calculation of a cluster of 2 separate species, C4H11NO in total, from OMol25.

Geometry as XYZ:
```
17
Properties=species:S:1:pos:R:3:lowdin_charge:R:1
C -1.20 -0.23 1.27 -0.074
C 0.31 0.02 0.86 -0.334
C 1.31 -0.98 1.42 -0.112
C 0.75 1.22 0.26 -0.190
N 0.33 1.90 -0.89 -0.018
H -1.39 -1.26 1.39 0.033
H -2.04 0.10 0.72 0.036
H -1.31 0.40 2.28 0.121
H 0.84 -1.66 2.27 0.100
H 2.23 -0.41 1.79 0.091
H 1.47 -1.70 0.52 0.091
H 1.69 1.59 0.57 0.073
H -0.69 1.96 -1.10 0.084
H 0.75 1.89 -1.86 0.101
O -1.10 -1.32 -2.35 -0.105
H -1.57 -2.06 -2.73 0.017
H -0.54 -1.78 -1.60 0.085
```

The energy is -288.89201 hartree. As for the maximum force: 0.072 hartree/bohr. Its SMILES is CC(C)=CN.O. The calculation puts the relative energy (zero: lowest compared OMol25 entry of this formula, charge and spin) at 78.4 kcal per mole. The value obtained for the gap between HOMO and LUMO is 0.2956 hartree. The value obtained for the LUMO energy is 0.650 eV.


The following is a quantum chemistry calculation of a cluster of 2 separate species, C4H11NO in total, from OMol25.

Geometry as XYZ:
```
17
Properties=species:S:1:pos:R:3:lowdin_charge:R:1
C 3.05 1.29 0.52 -0.148
C 2.53 0.77 -0.82 -0.275
C 1.01 1.16 -1.08 -0.101
C 0.01 0.34 -1.69 -0.268
N -1.34 0.58 -1.68 0.004
H 3.50 2.35 0.33 0.102
H 3.79 0.70 0.99 0.042
H 2.21 1.42 1.15 0.043
H 3.30 0.74 -1.61 0.098
H 2.43 -0.36 -0.52 0.114
H 0.68 2.19 -0.81 0.090
H 0.26 -0.68 -1.69 0.084
H -1.51 0.12 -2.60 0.100
H -1.69 1.55 -1.51 0.114
O -4.33 -3.20 3.64 -0.155
H -5.02 -3.91 3.38 0.066
H -3.56 -3.87 3.91 0.089
```

The energy is -288.90457 hartree. As for the maximum force: 0.151 hartree/bohr. Its SMILES is CC/C=C/N.O. The calculation puts the relative energy (zero: lowest compared OMol25 entry of this formula, charge and spin) at 70.6 kcal per mole. The value obtained for the gap between HOMO and LUMO is 0.3247 hartree. The value obtained for the LUMO energy is 0.966 eV.


The following is a quantum chemistry calculation of an isolated molecule of C4H11NO, from OMol25.

Geometry as XYZ:
```
17
Properties=species:S:1:pos:R:3:lowdin_charge:R:1
C 1.55 -0.98 -0.12 -0.122
C 1.23 0.46 -0.49 -0.251
C -0.28 0.72 -0.86 -0.152
C -1.25 0.64 0.29 -0.469
N -1.87 -0.73 0.30 0.051
O -0.75 0.90 1.57 -0.029
H 1.12 -1.26 0.84 0.056
H 1.19 -1.67 -0.89 0.079
H 2.64 -1.11 -0.05 0.073
H 1.56 1.14 0.31 0.103
H 1.81 0.73 -1.38 0.102
H -0.54 0.08 -1.71 0.112
H -0.31 1.74 -1.26 0.106
H -2.06 1.36 0.11 0.140
H -2.62 -0.72 0.99 0.069
H -1.21 -1.45 0.53 0.052
H -0.20 0.15 1.82 0.081
```

The energy is -288.98859 hartree. As for the maximum force: 0.056 hartree/bohr. Its SMILES is CCC[C@@H](N)O. The calculation puts the relative energy (zero: lowest compared OMol25 entry of this formula, charge and spin) at 17.8 kcal per mole. The value obtained for the gap between HOMO and LUMO is 0.3815 hartree. The value obtained for the LUMO energy is 0.963 eV.


The following is a quantum chemistry calculation of a cluster of 2 separate species, C4H11NO in total, from OMol25.

Geometry as XYZ:
```
17
Properties=species:S:1:pos:R:3:lowdin_charge:R:1
C -1.91 0.61 0.96 -0.097
N -1.12 1.37 0.27 -0.039
C -0.37 0.76 -0.92 -0.220
C 1.13 0.40 -0.68 -0.218
C 1.42 -0.93 -1.44 -0.120
H -2.10 -0.39 0.63 0.057
H -2.46 0.85 1.84 0.056
H -0.93 -0.15 -1.23 0.096
H -0.57 1.58 -1.62 0.099
H 1.73 1.17 -1.20 0.105
H 1.40 0.24 0.36 0.081
H 2.42 -1.08 -1.36 0.020
H 0.90 -1.82 -1.00 0.086
H 1.09 -0.86 -2.51 0.092
O -0.36 -0.91 2.59 -0.077
H 0.45 -0.62 2.15 0.029
H -0.72 -0.22 3.17 0.050
```

The energy is -288.93610 hartree. As for the maximum force: 0.066 hartree/bohr. Its SMILES is C=NCCC.O. The calculation puts the relative energy (zero: lowest compared OMol25 entry of this formula, charge and spin) at 50.8 kcal per mole. The value obtained for the gap between HOMO and LUMO is 0.3766 hartree. The value obtained for the LUMO energy is 0.902 eV.


The following is a quantum chemistry calculation of a cluster of 2 separate species, C4H11NO in total, from OMol25.

Geometry as XYZ:
```
17
Properties=species:S:1:pos:R:3:lowdin_charge:R:1
C 2.23 0.82 0.24 -0.012
C 1.59 -0.28 0.77 -0.339
O 1.71 -1.51 0.25 -0.024
H 3.02 0.66 -0.48 0.064
H 2.36 1.70 0.85 0.052
H 0.94 -0.19 1.63 0.118
H 0.79 -1.84 0.08 0.072
C -1.67 1.00 -0.11 -0.131
C -0.74 -0.03 -0.73 -0.360
N -1.03 -1.39 -0.26 -0.033
H -2.73 0.79 -0.27 0.068
H -1.47 1.99 -0.53 0.070
H -1.49 1.07 0.97 0.066
H -0.84 -0.02 -1.82 0.102
H 0.48 0.40 -0.50 0.126
H -1.79 -1.81 -0.80 0.083
H -1.37 -1.35 0.70 0.078
```

The energy is -288.91173 hartree. As for the maximum force: 0.095 hartree/bohr. Its SMILES is C=CO.CCN. The calculation puts the relative energy (zero: lowest compared OMol25 entry of this formula, charge and spin) at 66.1 kcal per mole. The value obtained for the gap between HOMO and LUMO is 0.3374 hartree. The value obtained for the LUMO energy is 0.985 eV.


The following is a quantum chemistry calculation of a structure of composition C4H11NO, from OMol25.

Geometry as XYZ:
```
17
Properties=species:S:1:pos:R:3:lowdin_charge:R:1
C 0.10 0.41 -0.92 -0.060
C -0.68 -0.57 -0.23 -0.200
C -0.80 -0.32 1.27 -0.149
C 0.27 -0.29 2.09 0.026
N 2.62 0.32 -0.64 -0.022
H -0.34 1.40 -0.73 0.122
H 0.27 0.38 -1.99 0.102
H -0.34 -1.61 -0.34 0.144
H -1.82 -0.50 -0.69 0.064
H -1.77 -0.12 1.71 0.097
H 0.08 -0.14 3.13 0.048
H 1.23 -0.19 1.58 0.049
H 3.16 1.15 -0.78 -0.022
H 1.27 0.45 -0.65 0.013
H -3.24 0.38 -1.48 0.000
H 3.12 -0.55 -0.61 -0.006
O -3.11 -0.21 -0.73 -0.204
```

The energy is -288.72311 hartree. As for the maximum force: 0.114 hartree/bohr. The calculation puts the relative energy (zero: lowest compared OMol25 entry of this formula, charge and spin) at 184.4 kcal per mole. The value obtained for the gap between HOMO and LUMO is 0.2331 hartree. The value obtained for the LUMO energy is -2.741 eV.


The following is a quantum chemistry calculation of a cluster of 2 separate species, C4H11NO in total, from OMol25.

Geometry as XYZ:
```
17
Properties=species:S:1:pos:R:3:lowdin_charge:R:1
C -0.67 -0.69 -2.10 -0.027
C 0.55 -1.04 -1.66 -0.259
N 1.26 -0.48 -0.58 -0.053
C 2.55 -1.15 -0.25 -0.271
C 2.86 -1.00 1.21 -0.109
H -0.89 -0.39 -3.11 0.042
H -1.37 -0.42 -1.31 0.038
H 1.23 -1.52 -2.36 0.097
H 0.66 -0.52 0.25 0.114
H 3.32 -0.84 -0.95 0.109
H 2.33 -2.21 -0.45 0.102
H 2.49 -1.85 1.79 0.072
H 2.51 -0.07 1.68 0.074
H 3.91 -1.15 1.49 0.072
O -5.59 3.52 2.40 -0.059
H -4.81 3.68 1.87 0.029
H -5.41 3.87 3.28 0.030
```

The energy is -288.92308 hartree. As for the maximum force: 0.052 hartree/bohr. Its SMILES is C=CNCC.O. The calculation puts the relative energy (zero: lowest compared OMol25 entry of this formula, charge and spin) at 58.9 kcal per mole. The value obtained for the gap between HOMO and LUMO is 0.3318 hartree. The value obtained for the LUMO energy is 1.005 eV.


The following is a quantum chemistry calculation of a cluster of 2 separate species, C4H11NO in total, from OMol25.

Geometry as XYZ:
```
17
Properties=species:S:1:pos:R:3:lowdin_charge:R:1
C 0.86 -0.56 2.25 -0.037
C -0.15 -0.45 1.16 -0.537
N -0.88 0.69 1.23 0.150
O -0.47 -1.34 0.29 -0.029
H 1.95 -0.76 2.00 0.096
H 0.61 -1.30 3.04 0.092
H 1.04 0.38 2.88 0.089
H -1.87 0.65 1.05 0.113
H -0.55 1.41 1.82 0.071
C -0.17 1.17 -2.66 -0.219
C 0.62 0.10 -2.02 -0.242
H -0.93 1.54 -1.90 0.058
H 0.40 2.14 -3.05 0.107
H -0.76 0.64 -3.48 0.079
H 1.22 0.68 -1.18 0.100
H 1.50 -0.15 -2.66 0.064
H 0.33 -0.91 -1.90 0.044
```

The energy is -288.95373 hartree. As for the maximum force: 0.107 hartree/bohr. Its SMILES is CC(N)=O.CC. The calculation puts the relative energy (zero: lowest compared OMol25 entry of this formula, charge and spin) at 39.7 kcal per mole. The value obtained for the gap between HOMO and LUMO is 0.3909 hartree. The value obtained for the LUMO energy is 0.777 eV.


The following is a quantum chemistry calculation of a cluster of 2 separate species, C4H11NO in total, from OMol25.

Geometry as XYZ:
```
17
Properties=species:S:1:pos:R:3:lowdin_charge:R:1
C -1.47 0.85 -1.56 -0.017
C -1.23 -0.40 -1.18 -0.321
N -2.12 -1.14 -0.39 0.039
H -2.43 1.30 -1.32 0.057
H -0.79 1.53 -2.06 0.051
H -0.25 -0.84 -1.35 0.102
H -3.04 -0.73 -0.44 0.082
H -2.18 -2.12 -0.63 0.079
C 2.67 0.27 0.47 -0.091
C 1.44 -0.23 1.21 -0.345
O 0.42 0.74 1.27 -0.082
H 3.53 -0.38 0.69 0.072
H 2.98 1.24 0.87 0.071
H 2.45 0.32 -0.59 0.067
H 1.11 -1.17 0.75 0.100
H 1.70 -0.54 2.23 0.107
H -0.28 0.48 0.66 0.028
```

The energy is -288.95799 hartree. As for the maximum force: 0.014 hartree/bohr. Its SMILES is C=CN.CCO. The calculation puts the relative energy (zero: lowest compared OMol25 entry of this formula, charge and spin) at 37.0 kcal per mole. The value obtained for the gap between HOMO and LUMO is 0.3617 hartree. The value obtained for the LUMO energy is 0.985 eV.